{
  "formula": "C6H11BrNO3S",
  "method": "the ωB97M-V functional and the def2-TZVPD basis",
  "symbols": ["C", "C", "C", "C", "C", "C", "N", "O", "O", "O", "S", "Br", "H", "H", "H", "H", "H", "H", "H", "H", "H", "H", "H"],
  "positions_angstrom": [[2.433, -1.745, 1.384], [-2.353, 0.868, 1.288], [-2.062, 0.300, -1.168], [-0.032, 0.115, 0.517], [-1.393, 0.802, 0.110], [1.419, 0.440, -0.043], [2.136, -2.680, 0.713], [1.274, -1.574, -1.788], [2.722, -1.086, 2.274], [3.232, 0.086, -1.868], [1.540, -0.069, -1.793], [1.691, 2.348, -0.423], [-3.484, 0.951, 0.928], [-2.351, -0.056, 1.935], [-2.113, 1.692, 1.890], [-2.928, 1.010, -1.430], [-2.534, -0.652, -1.014], [-1.472, 0.372, -2.054], [-0.029, 0.280, 1.639], [-0.215, -0.958, 0.417], [-1.128, 1.914, -0.159], [3.742, 0.321, -1.049], [1.906, -2.679, -0.305]],
  "nbo_charge": [0.871, -0.597, -0.599, -0.483, -0.241, -0.618, -0.818, -1.020, -0.550, -0.943, 1.377, -0.135, 0.187, 0.197, 0.207, 0.181, 0.193, 0.217, 0.202, 0.226, 0.194, 0.496, 0.457],
  "orbital_gap_ev": 6.87,
  "total_charge": -1,
  "fmax_ha_per_bohr": 0.06800,
  "multiplicity": 1
}